Formula: C40H120O40
Source: the OMol25 dataset
Level of theory: ωB97M-V/def2-TZVPD

Last column: Löwdin charge in e.
Geometry (Å):
C  -4.434  1.568  2.780  -0.12
C  -3.018  2.070  2.394  -0.23
O  -2.749  2.166  1.029  -0.09
O  -4.440  0.145  2.346  -0.12
H  -5.221  2.080  2.227  0.12
H  -4.649  1.676  3.844  0.12
H  -2.315  1.326  2.769  0.12
H  -2.774  3.040  2.826  0.12
H  -2.268  1.364  0.813  0.02
H  -4.266  0.220  1.405  0.03
C  0.995  0.337  7.940  -0.23
C  2.020  0.338  6.821  -0.19
O  2.916  1.527  6.905  -0.08
O  0.023  1.338  7.725  -0.07
H  1.417  0.390  8.944  0.13
H  0.494  -0.625  7.832  0.11
H  1.514  0.385  5.856  0.11
H  2.544  -0.615  6.749  0.10
H  2.282  2.246  6.852  0.02
H  -0.611  1.379  8.444  0.10
C  -3.127  6.039  -1.030  -0.28
C  -3.946  4.841  -0.606  -0.26
O  -3.723  4.630  0.742  -0.05
O  -3.132  6.290  -2.395  -0.05
H  -2.092  5.862  -0.740  0.10
H  -3.394  6.903  -0.421  0.13
H  -3.646  3.986  -1.211  0.09
H  -4.999  5.080  -0.759  0.13
H  -3.601  3.686  0.868  0.02
H  -2.606  7.086  -2.492  0.09
C  -2.340  -0.937  -5.155  -0.29
C  -2.972  -0.699  -6.584  -0.17
O  -4.095  0.230  -6.556  -0.10
O  -3.126  -1.774  -4.424  -0.05
H  -2.138  -0.017  -4.606  0.09
H  -1.343  -1.349  -5.313  0.09
H  -3.263  -1.689  -6.934  0.11
H  -2.372  -0.190  -7.339  0.11
H  -4.817  -0.056  -5.991  0.07
H  -2.737  -2.013  -3.579  0.03
C  1.094  0.524  -5.738  -0.26
C  1.310  -0.292  -4.492  -0.24
O  0.321  -0.130  -3.474  -0.07
O  1.366  1.838  -5.428  -0.06
H  0.033  0.509  -5.990  0.11
H  1.787  0.159  -6.496  0.13
H  2.332  -0.055  -4.197  0.12
H  1.297  -1.327  -4.836  0.10
H  0.664  -0.163  -2.578  0.02
H  0.716  2.167  -4.803  0.04
C  -4.579  -0.054  -1.505  -0.22
C  -4.086  1.081  -2.344  -0.21
O  -5.113  1.716  -3.154  -0.06
O  -5.198  0.307  -0.307  -0.06
H  -3.774  -0.751  -1.270  0.11
H  -5.261  -0.661  -2.099  0.13
H  -3.214  0.851  -2.956  0.10
H  -3.713  1.873  -1.693  0.09
H  -4.699  2.399  -3.687  0.07
H  -5.969  0.838  -0.518  0.11
C  -0.707  -3.243  -2.309  -0.13
C  -0.598  -3.842  -3.738  -0.26
O  0.286  -4.900  -3.765  -0.07
O  -1.928  -2.448  -2.060  -0.11
H  0.145  -2.586  -2.134  0.10
H  -0.731  -4.163  -1.726  0.12
H  -0.255  -3.187  -4.539  0.11
H  -1.514  -4.369  -4.007  0.13
H  -0.094  -5.626  -3.264  0.09
H  -2.386  -2.707  -1.257  0.03
C  5.459  -4.316  1.766  -0.20
C  6.765  -4.998  1.318  -0.24
O  6.591  -6.390  1.383  -0.07
O  5.764  -2.951  2.144  -0.09
H  5.041  -4.780  2.660  0.12
H  4.662  -4.280  1.024  0.11
H  7.671  -4.716  1.854  0.13
H  7.074  -4.860  0.282  0.11
H  5.791  -6.619  0.904  0.08
H  6.038  -2.508  1.337  0.08
C  4.296  0.337  3.720  -0.19
C  5.436  1.116  3.027  -0.23
O  6.700  0.500  2.796  -0.07
O  3.761  -0.714  2.878  -0.08
H  3.469  1.016  3.927  0.11
H  4.635  -0.057  4.678  0.12
H  5.696  2.027  3.567  0.12
H  5.036  1.531  2.102  0.08
H  7.252  1.014  2.203  0.08
H  4.449  -1.384  2.854  0.04
C  0.274  3.311  4.578  -0.21
C  0.565  4.416  5.590  -0.25
O  1.322  4.008  6.670  -0.06
O  -0.787  2.504  5.101  -0.07
H  1.148  2.700  4.353  0.11
H  0.016  3.697  3.592  0.10
H  -0.337  4.891  5.977  0.12
H  1.114  5.280  5.214  0.11
H  1.495  4.847  7.103  0.10
H  -0.435  2.153  5.923  0.03
C  5.462  0.877  -6.429  -0.21
C  5.889  -0.560  -6.138  -0.19
O  5.290  -0.838  -4.892  -0.10
O  6.218  1.747  -5.599  -0.07
H  4.411  1.094  -6.241  0.12
H  5.699  1.034  -7.481  0.12
H  6.962  -0.671  -5.984  0.13
H  5.480  -1.249  -6.878  0.13
H  5.912  -0.572  -4.212  0.07
H  6.653  2.373  -6.181  0.10
C  3.297  4.148  0.621  -0.22
C  1.998  4.928  1.072  -0.20
O  1.919  5.088  2.489  -0.08
O  3.386  4.130  -0.799  -0.08
H  3.366  3.188  1.134  0.09
H  4.175  4.719  0.923  0.11
H  1.146  4.449  0.589  0.10
H  2.045  5.961  0.727  0.12
H  2.558  5.742  2.781  0.09
H  2.521  3.915  -1.154  0.01
C  1.105  -0.060  0.283  -0.16
C  -0.262  0.697  0.460  -0.18
O  -1.436  -0.075  0.274  -0.07
O  1.475  -0.223  -1.076  -0.08
H  1.139  -0.974  0.876  0.12
H  1.924  0.546  0.668  0.11
H  -0.273  1.627  -0.109  0.11
H  -0.312  1.010  1.503  0.12
H  -1.360  -0.718  -0.435  0.08
H  2.381  -0.526  -1.168  0.05
C  1.979  -3.361  4.086  -0.23
C  2.450  -3.533  5.515  -0.27
O  1.499  -3.283  6.491  -0.04
O  0.950  -4.250  3.816  -0.07
H  2.804  -3.553  3.401  0.11
H  1.557  -2.385  3.848  0.13
H  3.336  -2.934  5.723  0.12
H  2.831  -4.550  5.611  0.12
H  0.909  -4.035  6.401  0.09
H  1.251  -5.161  3.817  0.12
C  5.193  1.594  -1.958  -0.17
C  4.868  0.558  -0.926  -0.21
O  4.234  -0.568  -1.517  -0.09
O  6.288  1.047  -2.752  -0.11
H  5.778  2.443  -1.604  0.12
H  4.399  1.825  -2.668  0.13
H  4.486  0.873  0.045  0.10
H  5.742  0.039  -0.533  0.12
H  4.889  -1.231  -1.746  0.06
H  6.233  1.351  -3.661  0.03
C  -7.407  -0.368  3.122  -0.23
C  -8.846  -0.822  3.524  -0.19
O  -8.865  -1.726  4.679  -0.08
O  -6.561  -1.461  2.767  -0.09
H  -6.964  0.170  3.961  0.12
H  -7.461  0.284  2.251  0.10
H  -9.362  -1.366  2.732  0.10
H  -9.406  0.091  3.724  0.11
H  -8.195  -2.414  4.658  0.07
H  -5.695  -1.058  2.664  0.02
C  -1.218  3.295  -2.801  -0.20
C  -0.251  4.092  -1.961  -0.17
O  1.158  3.698  -2.065  -0.07
O  -0.851  3.314  -4.206  -0.05
H  -2.278  3.503  -2.654  0.10
H  -1.204  2.244  -2.515  0.11
H  -0.489  3.992  -0.902  0.11
H  -0.271  5.125  -2.309  0.12
H  1.297  3.431  -2.976  0.09
H  -1.689  3.119  -4.633  0.10
C  3.454  -3.194  -3.437  -0.24
C  4.645  -3.873  -2.865  -0.27
O  5.637  -2.958  -2.675  -0.05
O  3.588  -2.937  -4.829  -0.07
H  3.190  -2.233  -2.996  0.10
H  2.581  -3.840  -3.349  0.11
H  4.994  -4.608  -3.590  0.13
H  4.377  -4.368  -1.931  0.11
H  6.407  -3.169  -3.208  0.11
H  4.125  -2.144  -4.894  0.02
C  -7.967  -2.117  0.066  -0.22
C  -8.825  -2.271  -1.243  -0.16
O  -8.924  -3.724  -1.612  -0.08
O  -6.554  -2.324  -0.084  -0.09
H  -8.302  -2.808  0.839  0.11
H  -8.018  -1.088  0.423  0.10
H  -8.458  -1.550  -1.973  0.11
H  -9.784  -1.828  -0.976  0.10
H  -9.742  -3.981  -2.043  0.07
H  -6.064  -1.795  0.550  0.04
C  -1.660  -2.861  1.769  -0.21
C  -3.173  -2.826  1.409  -0.21
O  -3.399  -3.429  0.175  -0.06
O  -1.102  -4.113  2.201  -0.08
H  -1.423  -2.072  2.482  0.12
H  -1.013  -2.636  0.921  0.09
H  -3.524  -1.795  1.376  0.09
H  -3.627  -3.406  2.212  0.13
H  -4.329  -3.668  0.150  0.09
H  -0.476  -4.016  2.922  0.01

The LUMO energy is 0.15 eV. Its frontier orbital gap is 9.4 eV. The calculation puts the total energy at -125313.626 eV. The value obtained for the max |F| is 3.08 eV Å⁻¹. The energy relative to the best compared isomer or geometry (same formula, charge and spin) is 118.8 kcal/mol. The HOMO energy comes out at -9.29 eV.

Formula: C40H18BF25GeN4OPtS2
Source: the OMol25 dataset
Level of theory: ωB97M-V/def2-TZVPD

Last column: Löwdin charge in e.
Geometry (Å):
Pt  -0.149  -1.097  -0.438  1.34
S  0.103  -8.156  2.131  1.04
N  -0.100  -6.773  2.933  -0.21
C  -0.039  -5.801  2.039  -0.29
C  -0.175  -4.384  2.319  -0.06
C  -0.389  -3.855  3.595  0.04
C  -0.516  -2.493  3.741  0.02
C  -0.425  -1.679  2.615  -0.07
N  -0.215  -2.179  1.411  -0.01
C  -0.090  -3.508  1.243  -0.12
C  0.139  -3.990  -0.117  -0.11
N  0.226  -3.069  -1.094  0.00
C  0.429  -3.431  -2.350  -0.06
C  0.565  -4.771  -2.702  0.00
C  0.483  -5.735  -1.724  0.04
C  0.270  -5.345  -0.399  -0.06
C  0.175  -6.269  0.715  -0.29
N  0.272  -7.585  0.633  -0.21
H  -0.455  -4.525  4.441  0.13
H  -0.685  -2.043  4.709  0.12
H  -0.521  -0.604  2.669  0.08
H  0.479  -2.623  -3.071  0.11
H  0.729  -5.032  -3.738  0.12
H  0.580  -6.787  -1.955  0.13
F  3.862  -0.226  0.634  0.21
B  2.735  -0.883  1.011  -1.21
F  2.939  -2.134  1.540  0.17
F  1.921  -1.124  -0.259  -0.08
F  1.893  -0.116  1.817  0.11
C  -0.285  0.012  -5.645  -0.05
C  0.554  0.764  -4.605  -0.61
C  2.044  0.657  -4.953  -0.04
C  0.136  2.240  -4.567  -0.04
C  0.321  0.177  -3.275  -0.11
C  0.079  -0.262  -2.183  -0.25
H  -0.138  0.456  -6.632  0.09
H  -1.345  0.060  -5.397  0.08
H  0.007  -1.039  -5.695  0.08
H  2.230  1.101  -5.933  0.09
H  2.363  -0.387  -4.981  0.08
H  2.651  1.177  -4.212  0.08
H  0.303  2.699  -5.543  0.09
H  0.716  2.783  -3.821  0.08
H  -0.920  2.336  -4.311  0.09
F  -1.946  1.883  3.285  0.08
C  -0.806  1.654  3.952  -0.27
C  0.414  1.845  3.323  -0.14
C  1.546  1.591  4.080  -0.22
F  2.764  1.740  3.562  0.12
C  1.475  1.160  5.395  -0.13
F  2.583  0.920  6.093  0.13
C  0.238  0.972  5.985  -0.13
F  0.155  0.551  7.243  0.14
C  -0.915  1.221  5.260  -0.15
F  -2.109  1.039  5.826  0.13
Ge  0.428  2.326  1.417  0.80
S  -0.922  0.956  0.323  0.45
C  2.198  2.859  0.799  -0.12
C  2.822  2.387  -0.338  -0.23
F  2.235  1.461  -1.090  0.10
C  4.061  2.851  -0.742  -0.13
F  4.641  2.372  -1.841  0.13
C  4.698  3.825  0.006  -0.12
F  5.888  4.280  -0.369  0.14
C  4.090  4.336  1.142  -0.13
F  4.697  5.286  1.853  0.13
C  2.852  3.851  1.509  -0.22
F  2.263  4.376  2.597  0.10
C  -0.608  3.992  1.169  -0.13
C  -0.771  4.450  -0.131  -0.23
F  -0.195  3.792  -1.145  0.08
C  -1.490  5.590  -0.440  -0.14
F  -1.625  5.994  -1.702  0.13
C  -2.063  6.321  0.586  -0.13
F  -2.754  7.422  0.313  0.14
C  -1.900  5.912  1.898  -0.14
F  -2.435  6.629  2.886  0.13
C  -1.174  4.765  2.167  -0.21
F  -1.023  4.436  3.457  0.10
C  -4.153  -0.497  -0.500  0.02
C  -3.195  -1.497  -1.141  -0.40
O  -2.034  -1.637  -0.383  -0.31
C  -2.994  -1.124  -2.623  -0.57
F  -2.102  -1.915  -3.236  0.15
F  -4.149  -1.230  -3.303  0.16
F  -2.590  0.142  -2.743  0.15
C  -3.797  -2.928  -1.038  -0.56
F  -2.986  -3.854  -1.578  0.15
F  -4.992  -3.046  -1.625  0.17
F  -3.959  -3.255  0.254  0.16
H  -3.765  0.510  -0.630  0.08
H  -4.210  -0.714  0.564  0.10
H  -5.148  -0.561  -0.940  0.10

The LUMO energy is -1.60 eV. Its frontier orbital gap is 7.6 eV. The calculation puts the total energy at -199831.791 eV. The value obtained for the max |F| is 0.48 eV Å⁻¹. The energy relative to the best compared isomer or geometry (same formula, charge and spin) is 22.6 kcal/mol. The HOMO energy comes out at -9.24 eV.

Q: Which of these has the highest energy relative to the best compared isomer or geometry (same formula, charge and spin)?
A: C40H120O40

Q: Number 1 is which compound?
A: C40H120O40

Q: Look up the frontier orbital gap of the first one.
A: 9.4 eV

Q: The highest max |F| belongs to which entry?
A: C40H120O40